Record 1
2 unconnected molecules or ions with the total composition C25H37IN6O6Si. Source: the OMol25 dataset; level of theory: wB97M-V/def2-TZVPD.

orbital gap: 3.072 eV

Atoms and positions in Å:
C (-6.29, 1.18, -0.19)
C (-5.30, 1.63, 0.58)
C (-4.04, 1.87, 1.58)
C (-2.65, 1.35, 0.91)
C (-1.37, 2.04, 1.62)
C (-0.38, 0.97, 2.39)
O (-1.29, 0.06, 3.13)
C (-2.01, 0.75, 4.14)
N (-2.47, 1.25, 5.16)
C (0.56, 1.86, 3.34)
C (1.29, 1.07, 4.54)
C (1.87, 2.10, 5.69)
O (1.10, 2.53, 6.63)
N (1.51, 2.62, 2.42)
C (2.31, 1.57, 1.76)
N (3.66, 1.60, 2.01)
I (5.03, 0.25, 1.29)
N (1.76, 0.50, 0.92)
C (1.95, 0.73, -0.55)
C (1.11, 1.95, -1.19)
C (1.24, 1.77, -2.82)
N (0.05, 2.29, -3.57)
C (-1.14, 1.39, -3.45)
C (-0.90, -0.08, -4.07)
C (-0.59, -0.35, -5.59)
C (-0.33, -1.86, -6.02)
C (-0.37, -3.10, -5.05)
C (-0.72, -2.83, -3.53)
C (-0.97, -1.32, -3.10)
O (-1.27, -1.07, -1.70)
C (0.38, 0.07, 1.30)
Si (0.49, -1.82, 1.77)
C (0.99, -2.15, 3.59)
C (1.84, -2.71, 0.68)
C (-1.18, -2.68, 1.26)
H (-6.91, 0.68, -1.01)
H (-3.94, 2.99, 1.82)
H (-4.26, 1.27, 2.54)
H (-2.71, 1.66, -0.21)
H (-2.64, 0.20, 0.92)
H (-0.71, 2.66, 0.89)
H (-1.80, 2.84, 2.36)
H (-0.09, 2.69, 3.84)
H (0.53, 0.40, 5.12)
H (2.15, 0.38, 4.23)
H (2.98, 2.41, 5.70)
H (2.09, 3.19, 3.09)
H (4.03, 2.35, 2.63)
H (3.05, 0.87, -0.88)
H (1.59, -0.24, -1.09)
H (-0.03, 1.81, -0.97)
H (1.50, 2.99, -0.87)
H (1.51, 0.68, -3.06)
H (2.14, 2.42, -3.13)
H (-0.16, 3.27, -3.31)
H (-1.59, 1.34, -2.37)
H (-1.99, 1.87, -4.10)
H (-0.55, 0.54, -6.33)
H (-0.07, -2.06, -7.13)
H (-0.15, -4.19, -5.35)
H (-0.80, -3.69, -2.74)
H (-2.19, -1.35, -1.47)
H (-0.28, 0.09, 0.33)
H (0.19, -1.73, 4.33)
H (2.05, -1.78, 3.85)
H (0.97, -3.30, 3.76)
H (1.89, -2.30, -0.39)
H (2.84, -2.56, 1.27)
H (1.56, -3.83, 0.63)
H (-1.02, -3.23, 0.24)
H (-1.56, -3.39, 2.08)
H (-2.00, -1.88, 1.05)
N (2.63, -4.39, -5.53)
O (2.20, -3.86, -6.58)
O (3.21, -3.68, -4.68)
O (2.50, -5.61, -5.35)

Atom charges from the Löwdin analysis, given in e for atoms 1 to 6: C 0.06; C -0.10; C -0.19; C -0.18; C -0.11; C -0.32



Record 2
A molecular structure, C22H36BF14NO22S4Zr. Source: the OMol25 dataset; level of theory: wB97M-V/def2-TZVPD.

orbital gap: 8.495 eV

Atoms and positions in Å:
Zr (0.34, 1.43, -1.61)
N (0.08, 3.28, -0.65)
S (-0.83, 4.58, -0.82)
O (-0.18, 5.56, -1.61)
O (-1.83, 4.86, 0.14)
F (-1.77, 3.87, -1.94)
S (0.98, 3.98, 0.73)
O (0.24, 4.23, 1.89)
O (2.04, 4.82, 0.34)
F (1.72, 2.62, 1.07)
B (0.05, 0.17, 0.33)
H (-0.03, -0.71, -0.42)
H (0.98, 0.79, 0.13)
H (-0.81, 0.83, -0.05)
H (-0.09, -0.15, 1.46)
O (0.72, -0.21, -2.92)
C (0.86, 0.06, -4.30)
C (0.68, 1.59, -4.57)
O (0.85, 2.40, -3.43)
H (0.08, -0.48, -4.83)
H (1.86, -0.21, -4.65)
H (-0.39, 1.69, -4.84)
H (1.14, 1.97, -5.49)
C (1.13, -3.84, -2.82)
C (1.58, -3.27, -1.50)
O (1.89, -4.36, -0.58)
C (0.92, -4.89, 0.12)
O (-0.24, -4.59, 0.12)
C (1.47, -5.98, 1.07)
F (2.51, -6.62, 0.56)
F (1.85, -5.36, 2.21)
F (0.54, -6.86, 1.39)
H (1.95, -4.43, -3.23)
H (0.83, -3.06, -3.51)
H (0.27, -4.49, -2.70)
H (0.76, -2.69, -1.05)
H (2.51, -2.71, -1.47)
C (-1.77, 1.89, 2.85)
C (-3.04, 1.16, 2.51)
O (-3.58, 1.65, 1.28)
C (-4.62, 2.47, 1.35)
O (-5.17, 2.81, 2.33)
C (-5.00, 3.07, -0.01)
F (-4.28, 2.61, -1.03)
F (-6.30, 2.83, -0.23)
F (-4.87, 4.40, 0.05)
H (-1.85, 2.96, 3.03)
H (-0.95, 1.75, 2.13)
H (-1.32, 1.46, 3.75)
H (-3.69, 1.27, 3.38)
H (-2.86, 0.10, 2.37)
C (-3.10, -1.31, -0.40)
C (-2.50, -1.72, -1.72)
O (-2.95, -0.86, -2.78)
C (-2.64, 0.39, -2.83)
O (-1.86, 0.94, -2.09)
C (-3.37, 1.09, -4.00)
F (-4.53, 0.51, -4.25)
F (-3.58, 2.36, -3.67)
F (-2.61, 1.04, -5.10)
H (-2.91, -2.04, 0.38)
H (-4.18, -1.28, -0.56)
H (-2.74, -0.33, -0.10)
H (-2.76, -2.75, -1.98)
H (-1.42, -1.84, -1.72)
C (5.06, 4.61, -2.65)
C (3.95, 3.62, -2.35)
O (4.51, 2.35, -1.94)
C (3.76, 1.52, -1.33)
O (2.58, 1.68, -1.17)
C (4.53, 0.25, -0.87)
F (4.01, -0.75, -1.61)
F (5.82, 0.38, -1.06)
F (4.28, -0.02, 0.40)
H (4.58, 5.38, -3.25)
H (5.83, 4.12, -3.24)
H (5.52, 5.04, -1.76)
H (3.36, 3.49, -3.26)
H (3.30, 4.06, -1.60)
C (-1.52, -2.62, 2.69)
C (-0.69, -3.48, 3.65)
O (-1.62, -4.30, 4.37)
S (-3.12, -4.12, 3.83)
O (-4.02, -4.01, 4.90)
O (-3.34, -5.03, 2.76)
O (-2.85, -2.67, 3.22)
H (-1.52, -3.15, 1.73)
H (-1.22, -1.59, 2.58)
H (-0.05, -3.02, 4.39)
H (-0.07, -4.18, 3.08)
C (1.50, 0.34, 3.79)
C (2.00, -0.44, 4.99)
O (2.44, -1.69, 4.43)
S (3.10, -1.41, 2.98)
O (2.51, -2.24, 2.00)
O (4.50, -1.38, 3.11)
O (2.54, 0.09, 2.87)
H (1.35, 1.38, 4.07)
H (0.54, -0.12, 3.52)
H (1.33, -0.59, 5.84)
H (2.90, 0.03, 5.40)

Atom charges from the Löwdin analysis, given in e for atoms 1 to 6: Zr 1.82; N -0.40; S 0.48; O -0.21; O -0.21; F -0.20



Record 3
A single C4H4O3 molecule. Source: the OMol25 dataset; level of theory: wB97M-V/def2-TZVPD.

SMILES: CC(=O)C(=O)C=O
orbital gap: 9.114 eV

Atoms and positions in Å:
C (-0.30, -0.02, -1.71)
C (0.04, 0.64, -0.41)
O (-0.05, 1.82, -0.16)
C (0.63, -0.25, 0.69)
O (1.59, -0.95, 0.52)
C (-0.06, -0.21, 2.06)
O (-1.26, -0.24, 2.13)
H (0.48, -0.74, -1.98)
H (-0.42, 0.71, -2.50)
H (-1.24, -0.57, -1.60)
H (0.60, -0.21, 2.95)

Atom charges from the Löwdin analysis, given in e for atoms 1 to 6: C 0.01; C -0.37; O 0.13; C -0.28; O 0.14; C -0.15



Record 4
2 unconnected molecules or ions with the total composition C6H13N. Source: the OMol25 dataset; level of theory: wB97M-V/def2-TZVPD.

SMILES: C=CC=C.CCN
orbital gap: 9.915 eV

Atoms and positions in Å:
C (-0.47, 2.60, 0.13)
C (-0.18, 1.70, -0.81)
C (0.81, 1.94, -1.85)
C (1.08, 1.14, -2.87)
H (0.03, 3.56, 0.11)
H (-1.20, 2.39, 0.89)
H (-0.73, 0.76, -0.82)
H (1.33, 2.89, -1.78)
H (1.82, 1.42, -3.60)
H (0.55, 0.19, -2.97)
C (0.63, -2.31, 1.76)
C (-0.46, -1.29, 1.50)
N (-1.32, -1.71, 0.39)
H (1.37, -2.33, 0.96)
H (1.17, -2.13, 2.69)
H (0.20, -3.32, 1.82)
H (-0.99, -1.09, 2.44)
H (0.01, -0.35, 1.19)
H (-1.39, -2.71, 0.35)
H (-2.26, -1.35, 0.49)

Atom charges from the Löwdin analysis, given in e for atoms 1 to 6: C 0.01; C -0.21; C -0.21; C 0.01; H 0.05; H 0.05



The lowest orbital gap belongs to which entry?
C25H37IN6O6Si